The following is a quantum chemistry calculation of a 5-piece molecular cluster, C14H40N2O5 overall in a non-equilibrium geometry, from OMol25.

Atoms and positions in Å:
C1 4.5952 -7.9907 -14.6033
O1 5.9474 -8.3523 -14.3992
C2 6.3769 -9.5484 -15.1038
C3 5.5723 -10.8279 -14.6848
C4 5.6406 -11.1624 -13.1178
N1 6.0871 -12.0691 -15.3633
H1 4.3544 -7.2292 -13.8616
H2 3.8894 -8.7785 -14.3401
H3 4.5037 -7.6086 -15.6201
H4 6.3358 -9.3860 -16.1808
H5 7.4266 -9.7098 -14.8581
H6 4.5633 -10.6284 -15.0458
H7 6.5833 -11.3092 -12.5905
H8 5.0418 -12.0419 -12.8811
H9 5.2265 -10.3663 -12.4991
H10 5.3633 -12.7692 -15.4401
H11 6.1607 -11.7279 -16.3111
C5 9.3183 -24.8636 -14.0902
O2 10.5913 -24.2643 -13.8714
C6 10.6570 -22.9143 -14.1879
C7 11.8261 -22.1853 -13.4664
C8 11.9003 -20.7272 -13.7782
N2 13.0470 -22.8870 -13.7013
H12 9.3530 -25.9004 -13.7553
H13 9.1251 -24.8489 -15.1628
H14 8.5042 -24.3633 -13.5658
H15 10.7591 -22.7025 -15.2522
H16 9.7518 -22.4764 -13.7673
H17 11.6325 -22.2795 -12.3978
H18 12.8048 -20.3157 -13.3303
H19 11.0300 -20.1517 -13.4629
H20 11.9725 -20.5128 -14.8445
H21 12.9215 -23.8585 -13.4549
H22 13.1408 -22.9525 -14.7048
C9 12.5682 -14.8504 -11.0629
C10 11.9051 -13.8227 -10.1998
C11 12.0423 -12.3900 -10.7210
O3 10.4899 -14.2479 -10.1195
H23 13.6358 -14.8846 -10.8453
H24 12.2623 -14.8130 -12.1084
H25 12.2490 -15.8596 -10.8028
H26 12.2848 -13.8176 -9.1781
H27 11.2437 -11.7555 -10.3366
H28 12.0324 -12.3963 -11.8110
H29 12.9961 -11.9962 -10.3698
H30 10.2236 -14.5010 -11.0065
C12 5.3235 -18.5175 -10.6982
C13 5.2906 -19.1273 -12.0508
C14 3.8833 -19.5561 -12.3282
O4 5.5963 -18.0047 -12.8510
H31 6.3471 -18.2046 -10.4923
H32 5.1661 -19.2601 -9.9159
H33 4.6510 -17.6751 -10.5368
H34 6.0787 -19.8430 -12.2847
H35 3.1087 -18.8005 -12.1970
H36 3.6299 -20.4388 -11.7411
H37 3.7918 -19.8598 -13.3710
H38 4.8114 -17.6457 -13.2713
O5 8.8419 -15.3576 -13.5297
H39 8.2941 -16.0090 -13.0918
H40 8.2628 -14.9516 -14.1747

Kohn-Sham gap ... 9.58 eV
Lowest unoccupied orbital energy ... 0.429 eV
2S+1 ... 1
Total charge ... 0
ΔE to the lowest compared entry with this formula, charge and spin ... 109.4 kJ/mol
E_tot ... -1043.0057 Ha
Structure (SMILES) ... COC[C@H](C)N.COC[C@H](C)N.CC(C)O.CC(C)O.O

---

The following is a quantum chemistry calculation of a 3-piece molecular cluster, C14H40N3PS overall in a non-equilibrium geometry, from OMol25.

Atoms and positions in Å:
C1 -0.5803 0.7916 -0.2590
C2 -0.8980 1.8698 0.7642
N1 -2.1824 1.6712 1.4068
C3 -2.6243 2.8154 2.1827
C4 -1.7980 3.2203 3.4094
C5 -2.3763 0.3657 2.0172
C6 -1.3680 -0.0899 3.0795
H1 -1.3806 0.7037 -0.9952
H2 0.3422 1.0423 -0.7861
H3 -0.4341 -0.1829 0.2068
H4 -0.9289 2.8380 0.2566
H5 -0.0650 1.9260 1.4854
H6 -3.6572 2.6344 2.4923
H7 -2.6673 3.6701 1.4999
H8 -1.9355 2.5308 4.2415
H9 -2.1119 4.2078 3.7537
H10 -0.7327 3.2776 3.1843
H11 -2.3856 -0.3805 1.2193
H12 -3.3837 0.3435 2.4409
H13 -0.3380 0.0979 2.7723
H14 -1.4668 -1.1654 3.2386
H15 -1.5296 0.3968 4.0406
C7 6.2291 -0.3815 -0.5008
C8 5.6933 1.0173 -0.2351
N2 4.4704 1.3060 -0.9602
C9 4.1112 2.7131 -0.9560
C10 3.7471 3.3647 0.3836
C11 3.3787 0.3726 -0.7474
C12 2.8923 0.1517 0.6908
H16 6.3488 -0.5534 -1.5709
H17 7.2028 -0.4993 -0.0239
H18 5.5751 -1.1555 -0.0981
H19 6.4439 1.7405 -0.5643
H20 5.5868 1.1556 0.8529
H21 3.2822 2.8511 -1.6556
H22 4.9544 3.2613 -1.3879
H23 2.7632 3.0559 0.7355
H24 3.7215 4.4501 0.2683
H25 4.4766 3.1371 1.1613
H26 3.6747 -0.5946 -1.1612
H27 2.5395 0.6983 -1.3670
H28 3.7198 0.0117 1.3875
H29 2.2743 -0.7477 0.7363
H30 2.2802 0.9786 1.0494
C13 -5.6161 -5.3708 -3.4133
N3 -5.5297 -4.0396 -2.8456
C14 -4.3370 -3.2992 -3.2243
P1 -3.0518 -3.1912 -1.8104
S1 -1.6012 -3.0667 -0.1257
H31 -6.5124 -5.8646 -3.0479
H32 -4.7534 -6.0124 -3.1997
H33 -5.7159 -5.3002 -4.4938
H34 -5.6526 -4.0674 -1.8405
H35 -4.6123 -2.2699 -3.4656
H36 -3.8846 -3.7252 -4.1163
H37 -3.5037 -4.4340 -1.3108
H38 -3.6921 -2.0455 -1.2979
H39 -1.9650 -3.1125 -2.7195
H40 -0.4359 -3.1186 -0.7775

Kohn-Sham gap ... 8.51 eV
Lowest unoccupied orbital energy ... 0.541 eV
2S+1 ... 1
Total charge ... 0
E_tot ... -1461.0886 Ha
Structure (SMILES) ... CCN(CC)CC.CCN(CC)CC.CNC[PH3]S

---

The following is a quantum chemistry calculation of C14H41BBrClNbO7 as an isolated structure in a non-equilibrium geometry, from OMol25.

Atoms and positions in Å:
C1 5.2777 -0.1568 1.8115
C2 4.5202 0.9058 1.0142
C3 4.9402 0.9825 -0.4533
C4 3.9957 0.2739 -1.4276
C5 2.8264 1.1572 -1.9037
Nb1 0.7764 0.6402 -1.0112
Cl1 -0.3875 1.6840 -2.9534
C6 -1.2094 0.1132 0.0425
C7 -2.3545 1.0528 -0.3015
C8 -3.5911 1.0941 0.6394
Br1 -3.6923 -0.3223 1.9741
C9 1.0948 -1.4272 -1.9412
O1 1.8325 -2.4479 -1.2430
C10 1.0670 -3.0265 -0.2284
B1 0.9895 2.6389 0.1794
O2 1.8710 3.6905 -0.0921
O3 0.0783 2.8765 1.2253
H1 4.7950 -1.1154 1.6593
H2 5.1702 0.0663 2.8670
H3 6.3246 -0.1992 1.5436
H4 3.4641 0.6942 1.1171
H5 4.6941 1.8759 1.4760
H6 5.9216 0.5201 -0.5397
H7 5.0559 2.0178 -0.7612
H8 4.5864 -0.0132 -2.2959
H9 3.6643 -0.6546 -0.9692
H10 2.6795 0.9952 -2.9692
H11 3.0905 2.2026 -1.7798
H12 1.6076 -0.0447 0.4501
H13 -1.4473 -0.8782 -0.3316
H14 -0.9912 0.0973 1.1021
H15 -2.0220 2.0786 -0.3916
H16 -2.7247 0.7709 -1.2781
H17 -3.6676 2.0514 1.1276
H18 -4.4855 0.9931 0.0533
H19 1.6066 -1.2964 -2.8890
H20 0.0879 -1.8115 -2.1500
H21 0.1690 -3.5054 -0.6205
H22 1.6771 -3.7807 0.2556
H23 0.7876 -2.2808 0.5214
H24 2.6432 3.6692 0.4973
H25 0.3792 2.4507 2.0468
C11 -7.3294 3.0973 -0.5402
O4 -6.7155 1.9684 0.0705
H26 -6.7401 3.9707 -0.2745
H27 -7.3427 3.0000 -1.6291
H28 -8.3517 3.2373 -0.1769
H29 -7.2305 1.1892 -0.1612
C12 3.4223 6.6782 0.2016
O5 3.5613 6.1727 -1.1160
H30 4.3514 7.1732 0.4778
H31 2.6049 7.4032 0.2589
H32 3.2306 5.8674 0.9088
H33 2.7370 5.7206 -1.3346
C13 -4.2799 -4.1954 1.1172
O6 -3.1106 -3.5996 0.5772
H34 -4.3296 -5.2130 0.7342
H35 -4.2367 -4.2338 2.2092
H36 -5.1798 -3.6560 0.8065
H37 -3.0606 -2.6962 0.9141
C14 -2.2218 -8.1042 0.5543
O7 -2.0494 -6.9990 1.4289
H38 -2.2467 -9.0043 1.1641
H39 -3.1622 -8.0291 -0.0004
H40 -1.3928 -8.1821 -0.1547
H41 -2.0286 -6.1978 0.8917

Kohn-Sham gap ... 6.53 eV
Lowest unoccupied orbital energy ... 2.335 eV
2S+1 ... 1
Total charge ... -1
E_tot ... -4200.6086 Ha